(1)
C4H10NO3 | wB97M-V/def2-TZVPD

The calculation puts the LUMO energy (alpha / beta) at 0.59 / 0.39 eV. As for the largest force on an atom: 0.0166 hartree/bohr. The calculation puts the HOMO energy (alpha / beta) at -0.1401 / -0.3954 Ha. The expectation value of S² is 0.7505. The orbital gap (alpha / beta) comes out at 0.162 / 0.410 Eh. Its total energy is -11939.735 eV.

Geometry as ORCA input:
```
! wB97M-V def2-TZVPD RIJCOSX def2/J DEFGRID3
* xyz 0 2
O -0.604 1.178 1.956
C -0.463 0.108 1.441
O -1.269 -0.950 1.717
C 0.612 -0.293 0.436
C 0.584 0.634 -0.812
C -0.787 0.846 -1.405
O 1.196 1.840 -0.366
N 0.616 -1.768 0.146
H -1.924 -0.695 2.388
H 1.568 -0.079 0.900
H 1.277 0.212 -1.524
H -1.170 -0.079 -1.831
H -0.737 1.610 -2.185
H -1.471 1.231 -0.659
H 0.602 2.596 -0.443
H 0.265 -2.331 0.943
H 1.631 -2.076 0.023
H 0.074 -1.985 -0.725
*
```



(2)
C18H13F6N2O | wB97M-V/def2-TZVPD

The calculation puts the LUMO energy at -6.76 eV. As for the largest force on an atom: 0.0806 hartree/bohr. The calculation puts the HOMO energy at -0.4505 Ha. The orbital gap comes out at 0.202 Eh. Its total energy is -40200.982 eV.

Geometry as ORCA input:
```
! wB97M-V def2-TZVPD RIJCOSX def2/J DEFGRID3
* xyz 1 1
C 1.783 -0.054 3.308
C 1.747 -1.316 2.489
C 0.486 -1.812 2.072
N 0.523 -2.973 1.396
N 0.365 -3.925 0.773
O 2.771 -1.936 2.149
H 0.799 0.427 3.377
H 2.128 -0.271 4.328
H 2.484 0.663 2.868
H -0.475 -1.356 2.323
F -5.144 -2.831 -1.938
C -4.045 -3.093 -2.706
F -3.867 -4.446 -2.694
F -4.376 -2.749 -3.996
C -2.833 -2.351 -2.237
C -1.568 -2.896 -2.451
C -0.457 -2.190 -2.043
C -0.570 -0.914 -1.399
C 0.641 -0.281 -1.025
C 0.858 1.012 -0.489
C -0.116 2.036 -0.299
C 0.216 3.231 0.308
C 1.533 3.475 0.675
C 1.872 4.791 1.306
F 3.040 4.754 2.009
F 2.009 5.782 0.361
F 0.899 5.208 2.172
C 2.541 2.544 0.433
C 2.207 1.330 -0.128
C -1.890 -0.424 -1.170
C -2.996 -1.120 -1.616
H -1.463 -3.870 -2.922
H 0.540 -2.611 -2.182
H 1.548 -0.863 -1.203
H -1.137 1.918 -0.642
H -0.549 3.981 0.490
H 3.573 2.769 0.688
H 2.983 0.583 -0.308
H -2.070 0.489 -0.614
H -3.992 -0.712 -1.463
*
```



(3)
C14H14N3O8P2Pt | wB97M-V/def2-TZVPD

The calculation puts the LUMO energy at 2.05 eV. As for the largest force on an atom: 0.0274 hartree/bohr. The calculation puts the HOMO energy at -0.1964 Ha. The orbital gap comes out at 0.272 Eh. Its total energy is -57429.773 eV.

Geometry as ORCA input:
```
! wB97M-V def2-TZVPD RIJCOSX def2/J DEFGRID3
* xyz -1 1
Pt -0.401 -0.211 -0.991
C 3.336 -1.142 0.711
C 2.048 -1.091 -0.035
N 1.222 -0.097 0.021
N 1.453 1.018 0.771
C 0.520 1.931 0.492
O -0.390 1.844 -0.383
C 0.598 3.199 1.280
C -0.491 4.062 1.250
C -0.460 5.245 1.973
C 0.661 5.572 2.724
C 1.749 4.709 2.757
C 1.717 3.523 2.041
C 1.591 -2.182 -0.906
C 2.253 -3.392 -1.025
C 1.712 -4.373 -1.841
C 0.523 -4.126 -2.502
C -0.099 -2.898 -2.345
N 0.448 -1.942 -1.596
H 3.491 -0.198 1.226
H 4.173 -1.324 0.032
H 3.324 -1.947 1.450
H -1.354 3.779 0.662
H -1.314 5.910 1.955
H 0.686 6.497 3.287
H 2.623 4.960 3.346
H 2.550 2.835 2.063
H 3.164 -3.562 -0.469
H 2.210 -5.330 -1.942
H 0.050 -4.878 -3.117
H -1.061 -2.672 -2.794
O -4.452 -0.298 -2.800
P -3.254 -1.163 -2.155
O -3.130 -2.453 -2.874
O -2.069 -0.197 -2.178
O -3.764 -1.346 -0.646
P -2.726 -1.438 0.641
O -3.737 -2.052 1.749
O -2.355 -0.045 1.018
O -1.704 -2.472 0.333
H -5.038 -0.910 -3.256
H -4.305 -1.346 2.074
*
```



(4)
C30H44BrHgN3P2 | wB97M-V/def2-TZVPD

The calculation puts the LUMO energy (alpha / beta) at -8.09 / -9.14 eV. As for the largest force on an atom: 0.0930 hartree/bohr. The calculation puts the HOMO energy (alpha / beta) at -0.4448 / -0.4448 Ha. The orbital gap (alpha / beta) comes out at 0.147 / 0.109 Eh. Its total energy is -129068.809 eV.

Geometry as ORCA input:
```
! wB97M-V def2-TZVPD RIJCOSX def2/J DEFGRID3
* xyz 2 1
C -0.539 5.292 -3.350
C -0.697 4.052 -4.024
C -0.859 4.097 -5.426
C -0.871 5.343 -6.079
N -0.703 6.494 -5.419
C -0.532 6.482 -4.095
C -0.702 2.799 -3.297
C -0.914 2.222 -2.156
C -1.427 2.067 -0.814
C -0.611 1.741 0.297
C -1.183 1.122 1.415
C -2.568 0.844 1.441
C -3.394 1.523 0.530
C -2.831 2.094 -0.605
Hg -0.260 0.645 -3.554
P 2.108 -1.817 0.448
H -0.969 3.178 -6.006
H -0.396 5.333 -2.269
H -1.012 5.400 -7.168
H -0.383 7.456 -3.604
H -3.441 2.529 -1.398
H 0.455 1.944 0.247
H -4.474 1.552 0.662
H -0.561 0.854 2.271
C 2.303 -3.349 1.484
C 3.515 -4.251 1.277
H 1.377 -3.918 1.307
H 2.254 -2.998 2.525
H 3.495 -5.044 2.037
H 3.506 -4.740 0.293
H 4.464 -3.713 1.394
C 3.288 -2.090 -0.948
C 3.630 -0.815 -1.723
H 2.809 -2.819 -1.621
H 4.188 -2.576 -0.550
H 3.696 -1.043 -2.795
H 2.875 -0.025 -1.603
H 4.602 -0.409 -1.412
C 2.980 -0.559 1.480
C 4.469 -0.775 1.732
H 2.423 -0.520 2.429
H 2.809 0.415 0.997
H 4.855 0.070 2.317
H 4.660 -1.689 2.308
H 5.044 -0.818 0.799
Br -3.311 -0.337 2.685
P -2.060 -2.734 -1.846
C -0.250 -2.908 -1.567
C 0.152 -4.384 -1.663
H -0.015 -2.506 -0.567
H 0.269 -2.311 -2.329
H 1.233 -4.525 -1.543
H -0.340 -5.006 -0.905
H -0.122 -4.792 -2.643
C -2.627 -2.946 -0.083
C -4.035 -3.541 0.052
H -2.575 -1.958 0.401
H -1.895 -3.608 0.406
H -4.341 -3.470 1.104
H -4.778 -3.001 -0.552
H -4.060 -4.604 -0.229
C -2.625 -1.013 -2.131
C -3.071 -0.880 -3.595
H -1.809 -0.316 -1.869
H -3.448 -0.780 -1.451
H -3.276 0.162 -3.869
H -2.305 -1.263 -4.287
H -3.980 -1.465 -3.780
N -1.700 0.796 5.489
C -0.551 1.504 5.373
C -0.188 2.438 6.388
C 1.032 3.104 6.261
C 1.825 2.829 5.137
C 1.367 1.916 4.182
N 0.214 1.249 4.291
H -2.031 0.251 4.698
H -2.385 1.099 6.167
H -0.889 2.583 7.208
H 1.343 3.815 7.020
H 2.785 3.312 4.984
H 1.969 1.709 3.291
*
```



(5)
C3H5NO2 | wB97M-V/def2-TZVPD

The calculation puts the LUMO energy at 0.85 eV. As for the largest force on an atom: 0.0302 hartree/bohr. The calculation puts the HOMO energy at -0.3791 Ha. The orbital gap comes out at 0.410 Eh. Its total energy is -8775.376 eV.

Geometry as ORCA input:
```
! wB97M-V def2-TZVPD RIJCOSX def2/J DEFGRID3
* xyz 0 1
O 0.607 1.737 -0.346
C 0.109 0.710 0.430
C -1.135 -0.012 -0.068
N -0.242 -1.399 0.363
C 0.818 -0.576 0.140
O 1.862 -0.707 -0.464
H 1.307 1.287 -0.850
H 0.041 0.931 1.501
H -2.092 0.322 0.383
H -1.214 0.076 -1.158
H -0.059 -2.358 0.009
*
```